(1)
C22H35O16 | the ωB97M-V functional and the def2-TZVPD basis

CARTESIAN COORDINATES (ANGSTROEM)
H1 -2.310 -0.041 3.427
O1 0.221 -0.071 -6.126
H2 -3.352 -1.550 5.329
O2 9.834 0.491 -0.789
C1 -0.349 2.631 4.607
C2 -3.230 -1.072 -1.470
H3 -4.459 -2.772 4.849
C3 -4.220 -1.720 4.692
C4 5.311 0.954 -2.349
C5 0.547 -0.203 -4.738
C6 -5.488 -0.081 4.174
O3 0.993 1.119 -7.854
C7 1.190 1.494 3.316
H4 5.117 2.005 -2.561
H5 6.199 1.180 -0.440
H6 -3.243 -0.049 -1.092
C8 1.675 0.791 -4.509
C9 1.730 0.446 -0.975
H7 2.478 0.166 -4.119
C10 6.445 0.636 -1.352
C11 -4.173 -1.957 -0.752
C12 6.662 -0.828 -1.175
C13 1.095 0.802 -6.717
H8 1.875 0.119 -2.005
O4 -6.408 0.732 4.385
H9 4.402 0.454 -2.015
H10 -0.101 4.472 3.348
C14 -5.559 -1.484 -0.604
O5 7.731 1.135 -1.679
O6 1.904 0.593 2.869
C15 -5.536 -3.505 -1.662
H11 -1.727 -1.688 2.973
H12 -0.432 -0.162 -0.916
C16 0.724 -1.642 -4.431
H13 -0.224 -2.157 -4.277
O7 8.089 -0.967 -1.164
H14 -0.193 0.215 -4.056
H15 1.314 -1.711 -3.517
O8 1.029 2.749 2.793
H16 5.553 0.411 -3.262
H17 2.718 0.281 -0.546
O9 -5.131 -0.873 5.209
H18 6.337 -1.092 -0.168
H19 -2.355 -0.404 1.830
H20 -5.881 -1.133 0.377
O10 -6.380 -2.605 -0.988
H21 -1.388 2.328 4.474
H22 -5.812 -0.742 -1.360
O11 2.011 1.237 -5.876
C17 8.700 0.233 -1.226
H23 -3.600 -0.839 -2.468
C18 -0.025 3.391 5.868
H24 -0.561 2.958 6.712
H25 -0.431 4.402 5.864
O12 0.768 -1.657 0.059
H26 1.549 1.519 -0.911
H27 1.357 -2.234 -5.092
C19 -0.048 3.383 3.365
C20 -2.468 -0.910 2.789
C21 0.490 -0.328 -0.358
C22 -3.932 -1.382 3.227
H28 1.042 3.585 5.976
O13 -4.261 -3.090 -1.521
H29 -3.999 -2.229 0.289
O14 -4.816 -0.310 3.118
H30 6.100 -1.460 -1.863
H31 1.453 1.579 -3.790
H32 0.167 0.136 0.574
O15 -5.840 -4.608 -2.090
H33 -0.781 3.214 2.577
H34 -4.304 -2.285 2.743
H35 -2.217 -1.470 -1.412
O16 0.425 1.470 4.463

## Properties
LUMO, hartree: 0.071
HOMO-LUMO gap, eV: 5.055
Net charge: -1

(2)
C6H12O4 | the ωB97M-V functional and the def2-TZVPD basis

CARTESIAN COORDINATES (ANGSTROEM)
O1 -0.630 0.763 1.606
O2 -0.020 -1.075 2.708
H1 2.366 1.347 -1.680
C1 1.550 1.635 -1.009
H2 1.726 2.659 -0.657
H3 1.147 -3.059 0.786
H4 0.734 -0.841 -0.236
C2 0.235 1.557 -1.732
H5 0.879 0.942 0.729
H6 0.035 0.619 -2.234
O3 -2.037 -0.984 1.786
C3 0.275 -2.897 0.167
C4 -0.022 -1.696 -0.302
H7 -0.492 3.454 -1.206
H8 -2.635 -0.416 1.281
H9 -0.347 -1.978 2.834
H10 -1.627 2.411 -2.201
H11 -0.361 -3.757 0.009
H12 -0.888 -1.542 -0.931
C5 -0.832 -0.392 1.909
O4 1.615 0.733 0.084
C6 -0.671 2.517 -1.712

## Properties
LUMO, hartree: 0.019
HOMO-LUMO gap, eV: 10.223
Structure (SMILES): O=C(O)O.C=CCO.C=C
Net charge: 0
Relative energy (zero: lowest compared OMol25 entry of this formula, charge and spin), kcal/mol: 51.9

(3)
C14H21O4PSi | the ωB97M-V functional and the def2-TZVPD basis

CARTESIAN COORDINATES (ANGSTROEM)
C1 5.460 1.180 1.135
H1 4.950 2.058 1.573
C2 1.919 1.312 -0.084
H2 -6.093 -0.285 0.793
H3 3.288 -4.199 -0.676
C3 -5.395 0.578 0.847
C4 2.668 -0.973 -0.661
H4 -4.245 -2.363 0.440
O1 5.007 2.081 -1.451
H5 6.509 1.502 0.974
H6 -5.916 1.418 0.359
H7 -0.784 -0.804 0.196
C5 -4.389 -0.077 -1.944
H8 5.512 0.329 1.831
C6 1.194 -1.360 -0.636
C7 3.011 0.297 -0.420
H9 -2.840 -1.694 1.409
H10 3.556 -3.137 0.872
C8 -3.379 -1.680 0.446
H11 -0.085 2.393 1.730
O2 2.216 2.469 -0.055
H12 -5.231 0.749 1.927
O3 0.782 -2.376 -1.087
Si1 -3.853 0.064 -0.116
C9 -1.887 1.279 1.142
P1 4.824 0.688 -0.525
H13 4.400 -1.980 -1.759
H14 -3.673 0.473 -2.585
C10 0.491 0.880 0.244
H15 -4.319 -1.136 -2.248
H16 -2.679 -2.092 -0.313
H17 -1.770 0.303 1.650
H18 -2.395 1.974 1.842
C11 0.201 -0.387 -0.026
H19 4.905 1.751 -2.358
H20 -0.638 2.684 0.086
C12 3.508 -3.221 -0.226
H21 -5.403 0.320 -2.099
C13 -0.486 1.882 0.834
O4 -2.589 1.191 -0.097
C14 3.649 -2.087 -0.965

## Properties
LUMO, hartree: -0.039
HOMO-LUMO gap, eV: 7.101
Structure (SMILES): C=CC1=C(P(C)O)C(=O)C(CCO[Si](C)(C)C)=CC1=O
Net charge: 0

(4)
C11H14BrCl2MoN5O6 | the ωB97M-V functional and the def2-TZVPD basis

CARTESIAN COORDINATES (ANGSTROEM)
H1 -0.559 4.790 -0.227
C1 0.604 -3.003 -0.733
C2 -0.341 -1.150 -2.106
C3 -3.161 -0.147 1.116
C4 -2.108 -2.906 -3.312
C5 -0.307 -2.511 -1.791
O1 0.993 -1.909 0.115
O2 -0.051 1.516 -0.124
H2 -2.884 -1.181 -4.332
Mo1 0.467 -0.165 0.335
O3 1.478 3.119 -0.120
H3 0.486 -0.476 -1.835
H4 4.176 0.902 3.448
H5 4.211 0.745 1.130
C6 -1.265 -0.677 -3.021
C7 -1.177 -3.397 -2.402
H6 -2.803 -3.585 -3.786
O4 0.824 0.325 4.422
N1 2.520 0.511 -0.068
C8 -2.163 -1.554 -3.618
O5 0.988 -4.087 -0.502
O6 -0.767 0.766 3.035
Br1 -1.265 1.144 -3.495
H7 -1.682 3.418 -0.543
N2 3.230 0.502 1.155
H8 2.705 0.559 4.317
H9 -1.163 3.789 1.106
H10 -2.958 0.512 1.950
C9 2.546 0.492 2.313
H11 -4.021 -0.786 1.287
C10 0.311 2.878 -0.075
H12 3.010 -0.093 -0.726
N3 0.357 0.466 3.324
C11 -0.852 3.783 0.058
Cl1 -1.764 -1.313 1.031
Cl2 -3.349 0.738 -0.372
N4 1.204 0.270 2.178
H13 -1.139 -4.448 -2.150
N5 3.190 0.684 3.438
H14 2.480 1.478 -0.423

## Properties
LUMO, hartree: -0.304
HOMO-LUMO gap, eV: 6.946
Net charge: +2
Relative energy (zero: lowest compared OMol25 entry of this formula, charge and spin), kcal/mol: 12.4

Question: Number 4 is which compound?
Answer: C11H14BrCl2MoN5O6